Molecular formula: C48H84F8O40P4
Method: DFT, the ωB97M-V functional and the def2-TZVPD basis

Cartesian coordinates (Å):
C -5.39 -0.70 -2.95
C -4.38 -0.74 -1.81
O -4.57 0.50 -1.18
C -5.20 1.35 -2.01
O -5.47 2.47 -1.70
O -5.67 0.69 -3.08
F -3.07 -0.62 -2.28
H -6.34 -1.17 -2.66
H -5.10 -1.21 -3.87
H -4.38 -1.62 -1.18
C 5.04 2.17 1.24
C 3.89 1.16 1.31
O 4.35 0.13 0.48
C 5.27 0.61 -0.39
O 5.63 0.04 -1.36
O 5.60 1.85 -0.04
F 2.77 1.76 0.82
H 5.74 2.10 2.07
H 4.64 3.18 1.26
H 3.70 0.80 2.33
C 4.36 -2.79 -0.37
C 4.11 -2.91 -1.88
O 2.90 -3.62 -1.96
C 2.70 -4.25 -0.76
O 1.76 -4.91 -0.48
O 3.76 -4.04 0.04
F 5.11 -3.63 -2.47
H 3.83 -1.99 0.14
H 5.43 -2.77 -0.17
H 3.99 -1.95 -2.37
C -1.28 1.22 5.69
C -0.69 0.82 4.35
O 0.17 -0.23 4.73
C 0.47 -0.13 6.05
O 1.25 -0.80 6.62
O -0.25 0.88 6.61
F 0.07 1.82 3.81
H -2.10 0.52 5.87
H -1.67 2.23 5.65
H -1.47 0.54 3.65
C -1.69 1.25 -5.11
C -1.81 2.32 -4.02
O -3.19 2.66 -4.09
C -3.67 2.30 -5.34
O -4.73 2.62 -5.75
O -2.73 1.63 -5.99
F -1.06 3.38 -4.49
H -1.99 0.26 -4.73
H -0.74 1.20 -5.63
H -1.45 2.03 -3.04
C -2.00 6.50 -2.29
C -2.76 5.37 -1.56
O -2.81 5.86 -0.25
C -1.96 6.86 -0.05
O -1.72 7.38 0.99
O -1.34 7.16 -1.22
F -1.91 4.28 -1.57
H -2.67 7.16 -2.83
H -1.30 6.10 -3.02
H -3.73 5.06 -1.95
C -4.70 -0.64 4.31
C -5.48 -1.84 3.86
O -5.20 -1.84 2.47
C -4.08 -1.13 2.22
O -3.47 -1.14 1.20
O -3.65 -0.56 3.37
F -6.81 -1.62 4.09
H -4.45 -0.65 5.37
H -5.34 0.25 4.23
H -5.29 -2.79 4.36
C -0.98 0.44 0.10
C -0.28 1.64 -0.56
O 0.61 1.02 -1.44
C 0.95 -0.20 -0.87
O 1.85 -0.90 -1.18
O 0.09 -0.48 0.12
F 0.40 2.46 0.30
H -1.72 0.10 -0.63
H -1.42 0.60 1.07
H -1.03 2.26 -1.04
C -3.70 -6.16 -6.24
C -3.01 -4.82 -6.20
O -2.83 -4.42 -4.82
P -2.25 -2.97 -4.52
O -3.00 -1.81 -5.02
O -0.75 -3.07 -5.05
C 0.07 -1.90 -5.26
C 0.26 -1.20 -3.92
O -2.19 -3.02 -2.92
C -1.54 -4.11 -2.22
C -1.24 -3.53 -0.84
H -3.06 -6.87 -5.70
H -4.69 -6.13 -5.80
H -3.79 -6.47 -7.28
H -2.00 -4.93 -6.61
H -3.50 -4.00 -6.73
H 1.04 -2.22 -5.63
H -0.33 -1.28 -6.06
H 1.02 -0.41 -3.98
H -0.68 -0.84 -3.50
H 0.67 -1.81 -3.11
H -2.20 -4.97 -2.23
H -0.59 -4.35 -2.69
H -0.60 -4.25 -0.33
H -0.66 -2.61 -0.90
H -2.18 -3.34 -0.32
C -1.94 -7.96 6.76
C -1.25 -6.69 6.31
O 0.04 -7.04 5.76
P 0.95 -5.80 5.28
O 1.50 -4.95 6.34
O 2.10 -6.47 4.38
C 1.74 -7.35 3.31
C 2.69 -7.17 2.16
O -0.05 -5.12 4.22
C 0.11 -3.78 3.78
C 0.78 -3.71 2.41
H -2.97 -7.78 7.06
H -1.92 -8.69 5.94
H -1.37 -8.40 7.58
H -1.75 -6.16 5.50
H -1.23 -6.04 7.18
H 1.68 -8.39 3.67
H 0.71 -7.26 2.95
H 2.48 -7.80 1.30
H 2.71 -6.12 1.85
H 3.72 -7.39 2.46
H -0.88 -3.32 3.76
H 0.63 -3.15 4.52
H 1.84 -3.95 2.43
H 0.31 -4.50 1.83
H 0.66 -2.75 1.91
C 0.92 4.83 2.12
C 0.10 5.54 3.16
O 0.46 5.07 4.48
P 1.12 6.11 5.50
O 2.14 7.01 4.97
O -0.15 6.80 6.15
C -0.06 7.57 7.35
C 0.60 8.92 7.13
O 1.67 5.22 6.70
C 0.99 4.01 7.09
C 1.01 3.82 8.60
H 1.92 5.26 1.99
H 1.15 3.84 2.52
H 0.48 4.75 1.13
H 0.14 6.62 3.16
H -0.93 5.27 2.92
H -1.07 7.71 7.73
H 0.54 7.05 8.11
H 0.70 9.49 8.06
H 1.60 8.81 6.72
H -0.09 9.45 6.47
H -0.03 4.09 6.69
H 1.45 3.17 6.57
H 0.84 2.75 8.75
H 1.97 4.16 8.98
H 0.19 4.30 9.13
C 2.17 3.00 -9.22
C 1.77 2.78 -7.80
O 2.26 1.50 -7.34
P 1.93 1.02 -5.86
O 0.49 0.91 -5.53
O 2.74 -0.36 -5.71
C 4.14 -0.34 -5.97
C 4.79 -1.70 -5.81
O 2.71 2.12 -5.00
C 2.46 2.06 -3.59
C 3.71 2.38 -2.81
H 1.93 4.03 -9.48
H 3.26 2.91 -9.23
H 1.68 2.31 -9.90
H 2.27 3.48 -7.11
H 0.69 2.85 -7.67
H 4.28 -0.02 -7.01
H 4.65 0.37 -5.32
H 5.87 -1.60 -5.93
H 4.55 -2.05 -4.81
H 4.46 -2.45 -6.53
H 1.63 2.71 -3.32
H 2.13 1.07 -3.26
H 3.92 3.45 -2.92
H 3.50 2.23 -1.75
H 4.61 1.88 -3.16

For the LUMO energy, the calculation gives -0.2 eV. For the total energy, the calculation gives -7053.86226 hartree. The value obtained for the HOMO energy is -9.632 eV. The value obtained for the HOMO-LUMO gap is 9.43 eV.